Below is the molecule C4H4N2O2 in a non-equilibrium geometry, with properties calculated with the ωB97M-V functional and the def2-TZVPD basis.

E_HOMO	-10.512	eV
energy	-414.6060	Eh
LUMO energy	-0.041	eV
ΔE to the lowest compared entry with this formula, charge and spin	630.7	kJ/mol
total charge	0
maximum force	0.199	hartree/bohr
orbital gap	10.5	eV

```
12
Properties=species:S:1:pos:R:3:forces:R:3
C 0.545056 -0.031811 -0.643273 2.5 2.2 2.5
C -0.383137 -1.224817 -0.523671 0.6 -2.6 -0.9
C -0.918395 -0.315352 0.498737 -5.3 -3.8 7.9
C 1.812018 0.069130 0.437672 0.3 -1.0 -0.1
H -1.398821 2.503513 0.316448 4.1 -0.8 1.1
H 1.044288 0.445520 -1.423993 0.3 -0.1 -2.2
H -0.988215 -1.333101 -1.450927 0.3 0.4 0.7
H -0.116928 -2.325191 -0.199591 0.0 2.7 -0.3
N -0.710791 0.871466 -0.248063 2.8 -0.9 2.1
N 2.840866 -0.005590 1.007673 -3.1 0.4 -1.6
O -0.393749 2.100997 0.506639 -5.0 -0.3 -1.9
O -1.332195 -0.754763 1.722353 2.5 3.9 -7.2
```
Forces are in eV/Å.

---

Below is a cluster of 2 separate species, C4H4N2O2 in total in a non-equilibrium geometry, with properties calculated with the ωB97M-V functional and the def2-TZVPD basis.

E_HOMO	-9.775	eV
energy	-414.6583	Eh
LUMO energy	0.142	eV
ΔE to the lowest compared entry with this formula, charge and spin	493.4	kJ/mol
total charge	0
maximum force	0.105	hartree/bohr
orbital gap	9.9	eV
SMILES	N#C/C=N/O.C=C=O

```
12
Properties=species:S:1:pos:R:3:forces:R:3
N -0.931996 2.230538 -4.022562 -0.3 -0.2 0.0
C -0.346242 1.471021 -3.391965 0.1 1.9 -0.3
C 0.485118 0.595981 -2.669526 -3.6 -3.5 -1.8
N 1.369169 0.927485 -1.907837 3.0 2.5 1.7
O 2.171595 0.064640 -1.297902 -0.3 -3.6 0.0
H 0.083401 -0.423068 -2.801579 0.8 -0.3 0.1
H 1.944107 -0.963738 -1.480758 0.3 3.0 0.2
C 0.424815 0.122636 1.289221 -3.5 0.3 4.1
C 0.284235 -1.013417 0.737386 -0.9 -1.5 -0.4
O 0.125702 -2.011989 0.177661 0.1 -0.8 -0.4
H -0.158888 0.473782 2.207169 0.9 -0.8 -1.7
H 1.177810 0.637423 0.916054 3.4 2.7 -1.4
```
Forces are in eV/Å.

---

Below is a structure of composition C4H4N2O2 in a non-equilibrium geometry, with properties calculated with the ωB97M-V functional and the def2-TZVPD basis.

E_HOMO	-8.589	eV
energy	-414.6033	Eh
LUMO energy	0.097	eV
ΔE to the lowest compared entry with this formula, charge and spin	637.7	kJ/mol
total charge	0
maximum force	0.173	hartree/bohr
orbital gap	8.7	eV

```
12
Properties=species:S:1:pos:R:3:forces:R:3
C 0.602817 -0.986783 0.252651 -2.3 1.0 -1.7
C -0.584421 0.621619 -0.423109 -7.0 0.1 -3.6
C 0.438910 1.820998 0.614574 0.7 1.2 2.3
C 0.426750 0.327299 0.373807 3.4 1.4 1.0
H 1.672603 -1.694206 1.712856 -1.0 -0.2 -2.3
H -1.075172 -2.363825 -0.416376 3.4 4.0 -1.5
H 0.153665 1.841016 1.719758 0.8 1.5 -1.3
H 1.187422 2.542258 0.126318 -0.7 -1.3 1.4
N -0.316261 -1.289626 -0.755478 -4.1 -7.8 1.0
N -1.308200 -0.304645 -1.098490 4.3 1.7 2.2
O 1.284416 -1.927288 0.801707 2.4 -1.8 2.8
O -0.768370 1.944270 -0.185745 0.2 0.2 -0.4
```
Forces are in eV/Å.